Entry from the OMol25 dataset: an isolated ion of composition C5H10N and charge +1 in a non-equilibrium geometry (the ωB97M-V functional and the def2-TZVPD basis).

E_HOMO (spin up / spin down) ... -0.5590 / -0.5701 Ha
Net charge ... +1
Energy relative to the best compared isomer or geometry (same formula, charge and spin) ... 128.8 kcal per mole
Structure (SMILES) ... C=[N+]1CC1(C)C
HOMO-LUMO gap (spin up / spin down) ... 7.8 / 9.3 eV

Structure (XYZ):
```
16
Properties=species:S:1:pos:R:3:forces:R:3
C -0.613222 2.380564 0.805922 0.334 -5.102 1.099
N -0.527265 0.633326 0.811443 0.296 6.631 0.366
C 0.708332 0.016637 1.287308 -1.076 -0.710 0.467
C 0.155050 -0.250056 -0.116276 -0.132 -0.654 -0.556
C 0.747613 0.355559 -1.317889 -0.061 -0.619 -1.580
C -0.424050 -1.623883 -0.340644 -2.896 0.849 0.057
H -1.232088 2.940497 0.040314 0.747 -1.106 0.965
H -0.228382 2.762899 1.826275 -0.853 -0.678 -1.920
H 0.507166 -0.874534 1.917186 0.379 0.817 -0.116
H 1.534940 0.677342 1.559101 -0.205 -0.294 -0.317
H 0.642944 1.390100 -1.142582 0.310 1.448 -0.609
H 0.151223 0.034026 -2.236977 1.034 0.599 1.132
H 1.825675 0.101360 -1.417519 -0.764 -0.031 -0.061
H -0.806146 -1.934595 0.595228 0.154 -1.119 1.147
H 0.286105 -2.245305 -0.787188 1.240 -1.103 -0.312
H -1.388432 -1.745232 -0.949569 1.495 1.073 0.238
```
Positions in Å, forces in eV/Å.

Results of the Löwdin charge analysis, in e, for atoms 1 through 5: 0.32 0.10 0.00 -0.50 0.00

***

Entry from the OMol25 dataset: a 2-piece molecular cluster, C5H10N overall in a non-equilibrium geometry (the ωB97M-V functional and the def2-TZVPD basis).

E_HOMO ... -0.5081 Ha
Net charge ... +1
Energy relative to the best compared isomer or geometry (same formula, charge and spin) ... 105.8 kcal per mole
HOMO-LUMO gap ... 10.1 eV

Structure (XYZ):
```
16
Properties=species:S:1:pos:R:3:forces:R:3
C -2.905992 -0.543343 0.178100 -1.918 -0.097 4.334
C -2.133252 -0.362583 -0.770422 7.033 -1.029 -3.413
C 1.001818 -1.055124 -0.013946 -0.858 -0.679 -0.270
C -0.121384 -0.372682 -0.260131 -1.321 1.947 -0.472
C -0.087021 1.164309 -0.166042 1.613 -2.149 1.829
N 2.409388 -0.449170 0.350736 -1.079 -0.348 3.173
H -3.907120 -0.301914 -0.048908 -1.417 -0.027 0.152
H -2.577673 -0.694913 1.219734 -0.475 -0.236 -0.737
H -2.129338 -0.149871 -1.842701 -0.110 -0.083 0.650
H 1.068883 -2.138129 0.016582 0.251 0.194 -0.096
H -1.044644 1.488638 -0.365645 -1.518 1.381 -0.906
H 0.689429 1.513551 -0.834479 0.040 0.792 0.177
H 0.019236 1.371077 0.934664 0.503 0.361 -1.000
H 2.424829 0.558966 0.622942 -0.223 -0.611 -1.070
H 3.135521 -0.704022 -0.309738 0.056 0.234 -0.350
H 2.705955 -0.869851 1.308088 -0.577 0.349 -2.000
```
Positions in Å, forces in eV/Å.

Results of the Löwdin charge analysis, in e, for atoms 1 through 5: -0.02 0.01 -0.10 -0.10 -0.10

***

Entry from the OMol25 dataset: C5H10N as an isolated structure in a non-equilibrium geometry (the ωB97M-V functional and the def2-TZVPD basis).

E_HOMO ... -0.5383 Ha
Net charge ... +1
Energy relative to the best compared isomer or geometry (same formula, charge and spin) ... 48.6 kcal per mole
HOMO-LUMO gap ... 11.2 eV

Structure (XYZ):
```
16
Properties=species:S:1:pos:R:3:forces:R:3
C 0.514579 -0.862873 -0.162563 1.282 4.279 -2.813
C 1.149515 -1.971927 0.046338 0.003 -0.534 0.309
C 1.000616 0.718005 -1.171225 -0.338 -4.102 2.273
C -0.762854 -0.097146 0.050535 -0.453 -0.677 0.673
C -0.998468 0.359442 1.477003 -0.164 0.016 -0.108
N -0.415272 1.081886 -0.833537 -0.170 0.390 -0.193
H 0.727757 -2.793692 0.607483 -0.188 -0.054 0.095
H 2.146938 -2.119698 -0.327515 0.208 0.038 -0.114
H 1.754670 1.297268 -0.665290 -0.076 0.325 0.031
H 1.193708 0.503402 -2.208550 -0.173 0.184 -0.213
H -1.642996 -0.626022 -0.330632 0.058 0.231 -0.079
H -0.164427 0.950755 1.845867 0.149 0.057 0.039
H -1.105379 -0.504155 2.127365 -0.013 -0.087 -0.006
H -1.914723 0.941377 1.535473 -0.094 0.089 0.100
H -0.478665 1.969653 -0.323254 -0.093 -0.165 -0.170
H -1.004999 1.153728 -1.667498 0.063 0.010 0.177
```
Positions in Å, forces in eV/Å.

Results of the Löwdin charge analysis, in e, for atoms 1 through 5: -0.10 0.08 0.07 -0.30 -0.02

***

Entry from the OMol25 dataset: a 2-piece molecular cluster, C5H10N overall in a non-equilibrium geometry (the ωB97M-V functional and the def2-TZVPD basis).

E_HOMO ... -0.4348 Ha
Net charge ... +1
Energy relative to the best compared isomer or geometry (same formula, charge and spin) ... 115.0 kcal per mole
HOMO-LUMO gap ... 8.4 eV

Structure (XYZ):
```
16
Properties=species:S:1:pos:R:3:forces:R:3
C -2.229197 1.117288 1.592367 1.063 -1.583 -0.625
C -2.499626 0.568115 0.424977 0.162 -0.208 1.054
C -1.527041 -0.115824 1.265071 0.865 2.621 -2.147
C 0.611661 0.184921 0.413728 -1.766 1.812 1.462
C 0.690569 -0.506919 -0.829849 -2.424 -0.816 -2.224
N 2.115575 -0.608514 -1.408073 0.502 3.202 0.416
H -2.226265 1.753562 2.440557 -0.484 0.808 0.076
H -3.062310 0.597065 -0.501908 0.119 -0.071 0.292
H -1.434873 -1.004977 1.827369 0.221 -0.986 0.050
H 1.074499 -0.263612 1.263118 0.635 -0.241 0.443
H 0.809038 1.269162 0.276890 -0.275 -0.492 0.642
H 0.296794 -1.473510 -0.718455 0.041 -1.777 0.081
H -0.009033 -0.097180 -1.633796 1.393 -0.026 0.744
H 2.743705 -0.808834 -0.624385 0.060 -0.849 -0.344
H 2.288850 0.436533 -1.473817 0.241 -1.314 -0.602
H 2.357653 -1.047277 -2.313794 -0.352 -0.079 0.681
```
Positions in Å, forces in eV/Å.

Results of the Löwdin charge analysis, in e, for atoms 1 through 5: 0.03 0.02 -0.01 -0.12 -0.31

***

Entry from the OMol25 dataset: an isolated ion of composition C5H10N and charge +1 in a non-equilibrium geometry (the ωB97M-V functional and the def2-TZVPD basis).

E_HOMO ... -0.5230 Ha
Net charge ... +1
Energy relative to the best compared isomer or geometry (same formula, charge and spin) ... 66.7 kcal per mole
Structure (SMILES) ... C=CCC(C)=[NH2+]
HOMO-LUMO gap ... 9.9 eV

Structure (XYZ):
```
16
Properties=species:S:1:pos:R:3:forces:R:3
C 1.239208 2.804513 -0.240357 -1.209 -1.592 -2.863
C 1.270654 1.748815 0.510491 -1.985 -3.947 0.678
C 0.081907 0.495074 0.315804 -1.471 0.373 -1.744
C -0.259325 -1.149027 0.001263 -0.851 3.367 2.291
C -1.547157 -1.905701 0.442298 -0.110 1.294 -1.545
N 0.455689 -1.611658 -0.907324 0.917 -2.577 -3.481
H 0.680254 2.709808 -1.211171 0.603 0.572 1.041
H 1.898926 3.589080 -0.098425 0.799 1.723 0.489
H 1.646927 1.639262 1.509797 0.718 0.099 0.011
H -0.699246 0.920858 -0.429478 1.275 -0.627 0.870
H -0.389904 0.663076 1.222581 -1.140 0.035 1.897
H -2.308214 -1.187607 0.807987 0.390 -0.298 -0.623
H -1.508639 -2.634439 1.206673 1.122 -0.517 1.286
H -1.923002 -2.556026 -0.398950 0.249 1.160 0.396
H 1.226312 -1.036933 -1.282895 -0.422 -0.719 0.151
H 0.135609 -2.489094 -1.448294 1.114 1.654 1.145
```
Positions in Å, forces in eV/Å.

Results of the Löwdin charge analysis, in e, for atoms 1 through 5: 0.01 -0.10 -0.03 -0.18 0.02

***

Entry from the OMol25 dataset: a 2-piece molecular cluster, C5H10N overall in a non-equilibrium geometry (the ωB97M-V functional and the def2-TZVPD basis).

E_HOMO ... -0.5307 Ha
Net charge ... +1
Energy relative to the best compared isomer or geometry (same formula, charge and spin) ... 79.3 kcal per mole
HOMO-LUMO gap ... 9.9 eV

Structure (XYZ):
```
16
Properties=species:S:1:pos:R:3:forces:R:3
C 1.870409 -0.208378 -0.043435 0.788 0.637 -0.910
C 2.139790 0.462767 -1.136013 1.640 1.160 0.722
C 1.766512 -0.916494 1.024387 -0.622 -0.739 2.169
C -1.049341 -0.041386 0.319047 -1.255 0.767 -0.639
C -2.546524 0.189991 0.391745 -0.862 -1.495 1.993
N -0.480814 0.272775 -0.784242 0.822 -1.544 0.764
H 3.210299 0.592646 -1.102315 0.453 0.330 -0.858
H 1.572825 1.149680 -1.799626 0.330 -1.094 0.499
H 1.518364 -0.389892 2.021380 0.929 -1.055 -1.500
H 1.818758 -2.028248 0.959648 -0.194 0.973 0.294
H -0.336121 -0.424510 1.146193 -1.729 0.478 -1.395
H -2.807694 1.126626 0.860393 0.454 0.499 0.598
H -2.994339 -0.585784 1.089627 0.576 0.844 -0.731
H -3.227362 0.213683 -0.475019 1.228 -0.389 -0.436
H 0.529308 -0.057839 -0.902042 -2.201 0.569 -0.301
H -0.984069 0.644357 -1.569725 -0.357 0.061 -0.269
```
Positions in Å, forces in eV/Å.

Results of the Löwdin charge analysis, in e, for atoms 1 through 5: -0.26 0.04 0.02 -0.05 -0.03

***

Number 1: calculated total energy -6824.61797 eV. Number 2: calculated total energy -6825.61365 eV. Number 3: calculated total energy -6828.09585 eV. Number 4: calculated total energy -6825.21553 eV. Number 5: calculated total energy -6827.30928 eV. Number 6: calculated total energy -6826.76287 eV.